The following is a DFT calculation (ωB97M-V/def2-TZVPD) of a cluster of 2 separate species, C22H48ClN5O5PS in total.

Last columns: bonded neighbours and bond lengths (Å).
Positions of all 83 atoms, in Å:
1 C 7.3323 2.4984 1.2848  C2 1.536, H29 1.090, H30 1.086, H31 1.090
2 C 7.2987 1.8347 -0.0995  C1 1.536, C3 1.559, H32 1.087, H33 1.089
3 C 8.3058 0.6496 -0.2114  C2 1.559, C4 1.532, H34 1.090, H35 1.089
4 C 7.6115 -0.7074 -0.3612  C3 1.532, C5 1.545, H36 1.091, H37 1.092
5 C 7.2070 -1.3606 0.9797  C4 1.545, C6 1.548, H38 1.087, H39 1.089
6 C 5.7078 -1.1932 1.3268  C5 1.548, C7 1.542, H40 1.089, H41 1.091
7 C 5.0142 -2.5103 1.7298  C6 1.542, C8 1.537, H42 1.089, H43 1.092
8 C 3.5575 -2.6079 1.2482  C7 1.537, C9 1.541, H44 1.090, H45 1.090
9 C 2.5567 -2.0796 2.2940  C8 1.541, C10 1.545, H46 1.091, H47 1.090
10 C 1.2603 -1.5052 1.6799  C9 1.545, C11 1.537, H48 1.091, H49 1.090
11 C 0.1052 -2.5181 1.7201  C10 1.537, C12 1.522, H50 1.089, H51 1.090
12 C -1.2890 -1.9109 1.7793  C11 1.522, N13 1.490, H52 1.091, H53 1.089
13 N -1.8478 -1.5087 0.4578  C12 1.490, C14 1.362, C25 1.467
14 C -2.6402 -0.4024 0.4025  N13 1.362, N15 1.307, N18 1.385
15 N -3.7269 -0.2350 1.1083  C14 1.307, C16 1.500, H54 1.007
16 C -4.2788 -1.2307 2.0855  N15 1.500, N17 1.432, H55 1.086, H56 1.085
17 N -5.5177 -0.7947 2.6552  C16 1.432, H57 1.010, H58 1.009
18 N -2.1584 0.4814 -0.5485  C14 1.385, C19 1.479, C23 1.484
19 C -2.9866 1.6502 -0.9150  N18 1.479, Cl20 1.793, C21 1.524, H59 1.091
20 Cl -2.6333 2.1377 -2.6043  C19 1.793
21 C -2.7107 2.8682 -0.0421  C19 1.524, C22 1.526, H60 1.090, H61 1.087
22 C -3.3504 2.8422 1.3429  C21 1.526, H62 1.089, H63 1.095, H64 1.087
23 C -1.8079 -0.4777 -1.6255  N18 1.484, N24 1.437, C25 1.574, H65 1.083
24 N -2.9954 -0.9442 -2.2876  C23 1.437, H66 1.005, H67 1.011
25 C -1.0445 -1.5553 -0.7683  N13 1.467, C23 1.574, P26 1.890, H68 1.087
26 P -1.0674 -3.3079 -1.4752  C25 1.890, C27 1.836, O28 1.653
27 C -1.0494 -3.0853 -3.2979  P26 1.836, H69 1.091, H70 1.084, H71 1.086
28 O -2.6092 -3.7877 -1.1229  P26 1.653, H72 0.956
29 H 7.4719 1.7326 2.0478  C1 1.090
30 H 8.1261 3.2354 1.3640  C1 1.086
31 H 6.3739 2.9736 1.4939  C1 1.090
32 H 7.5399 2.5648 -0.8681  C2 1.087
33 H 6.3021 1.4284 -0.2623  C2 1.089
34 H 8.9276 0.6408 0.6837  C3 1.090
35 H 8.9568 0.8322 -1.0648  C3 1.089
36 H 6.7555 -0.6014 -1.0293  C4 1.091
37 H 8.3065 -1.3786 -0.8699  C4 1.092
38 H 7.4826 -2.4117 0.9436  C5 1.087
39 H 7.7825 -0.8586 1.7558  C5 1.089
40 H 5.1910 -0.7595 0.4721  C6 1.089
41 H 5.6338 -0.5050 2.1701  C6 1.091
42 H 5.0877 -2.6775 2.8036  C7 1.089
43 H 5.5648 -3.3225 1.2514  C7 1.092
44 H 3.3389 -3.6548 1.0379  C8 1.090
45 H 3.4563 -2.0280 0.3314  C8 1.090
46 H 2.3244 -2.9151 2.9556  C9 1.091
47 H 3.0345 -1.3225 2.9153  C9 1.090
48 H 0.9979 -0.5914 2.2142  C10 1.091
49 H 1.5050 -1.2355 0.6530  C10 1.090
50 H 0.2188 -3.2412 0.9133  C11 1.089
51 H 0.2171 -3.0810 2.6469  C11 1.090
52 H -1.2512 -1.0542 2.4535  C12 1.091
53 H -1.9564 -2.6507 2.2196  C12 1.089
54 H -4.2691 0.6058 0.9976  N15 1.007
55 H -3.5471 -1.3060 2.8843  C16 1.086
56 H -4.3783 -2.1877 1.5831  C16 1.085
57 H -6.3041 -1.0831 2.0903  N17 1.010
58 H -5.5608 0.2011 2.8154  N17 1.009
59 H -4.0447 1.3830 -0.9230  C19 1.091
60 H -3.1460 3.7181 -0.5667  C21 1.090
61 H -1.6431 3.0650 0.0225  C21 1.087
62 H -2.8998 2.1216 2.0234  C22 1.089
63 H -4.4192 2.6143 1.2689  C22 1.095
64 H -3.2984 3.8223 1.8091  C22 1.087
65 H -1.0914 -0.0846 -2.3360  C23 1.083
66 H -2.8585 -1.0836 -3.2736  N24 1.005
67 H -3.3993 -1.7631 -1.8527  N24 1.011
68 H -0.0137 -1.2273 -0.6627  C25 1.087
69 H -0.5279 -2.1512 -3.5114  C27 1.091
70 H -0.4732 -3.9063 -3.7078  C27 1.084
71 H -2.0572 -3.0512 -3.7010  C27 1.086
72 H -2.5376 -4.5224 -0.5150  O28 0.956
73 C -5.5704 4.0052 -3.1206  C74 1.514, O79 1.430, H80 1.091, H81 1.087
74 C -6.7066 3.0116 -3.2357  C73 1.514, O75 1.432, H82 1.087, H83 1.092
75 O -7.6166 3.4097 -2.2043  C74 1.432, S76 1.607
76 S -7.5718 5.0054 -2.0232  O75 1.607, O77 1.414, O78 1.417, O79 1.605
77 O -8.6340 5.5940 -2.7467  S76 1.414
78 O -7.3574 5.2780 -0.6491  S76 1.417
79 O -6.2080 5.2519 -2.8317  C73 1.430, S76 1.605
80 H -4.9042 3.7597 -2.2926  C73 1.091
81 H -4.9930 4.0899 -4.0371  C73 1.087
82 H -6.3889 1.9853 -3.0704  C74 1.087
83 H -7.2112 3.0865 -4.2007  C74 1.092

Summary:
- energy above the lowest of the compared OMol25 structures with the same formula, charge and spin (eV) = 0.0000
- LUMO level (eV) = -2.41
- multiplicity = 1
- highest occupied orbital energy (hartree) = -0.4338
- charge = +1

=====

The following is a DFT calculation (ωB97M-V/def2-TZVPD) of a cluster of 3 separate species, C22H48N4O10P in total.

Last columns: bonded neighbours and bond lengths (Å).
Positions of all 85 atoms, in Å:
1 C -5.1746 -0.9537 -0.0830  C2 1.533, H24 1.089, H25 1.086, H26 1.089
2 C -4.0645 -2.0061 -0.1896  C1 1.533, C3 1.526, H27 1.086, H28 1.086
3 C -2.9780 -1.5805 -1.1725  C2 1.526, O4 1.442, H29 1.087, H30 1.092
4 O -1.6796 -1.9945 -0.7000  C3 1.442, C5 1.414
5 C -0.7753 -2.1155 -1.7805  O4 1.414, C6 1.529, H31 1.096, H32 1.093
6 C 0.6411 -1.7430 -1.3408  C5 1.529, P7 1.918, C10 1.520, N23 1.506
7 P 1.7120 -3.2647 -1.8047  C6 1.918, N8 1.737, O9 1.644
8 N 1.4100 -4.3922 -0.5179  P7 1.737, H33 1.017, H34 1.021
9 O 3.2764 -2.7876 -1.6425  P7 1.644, H35 0.972
10 C 1.2817 -0.5620 -2.0518  C6 1.520, O11 1.416, H36 1.093, H37 1.090
11 O 0.6485 0.6830 -1.8165  C10 1.416, C12 1.427
12 C -0.0119 0.7808 -0.5555  O11 1.427, C13 1.530, C18 1.542, H38 1.094
13 C -0.1473 2.2022 -0.0050  C12 1.530, C14 1.542, H39 1.084, H40 1.092
14 C -1.4917 2.8695 -0.3608  C13 1.542, O15 1.425, C16 1.548, H41 1.096
15 O -1.9305 3.7172 0.6969  C14 1.425, H42 0.965
16 C -1.4783 3.6587 -1.6929  C14 1.548, N17 1.453, H43 1.085, H44 1.095
17 N -0.2446 3.5034 -2.4450  C16 1.453, H45 1.008, H46 1.010
18 C 0.6501 -0.0614 0.5532  C12 1.542, N19 1.433, N23 1.513, H47 1.094
19 N 1.9556 0.4517 0.8442  C18 1.433, C20 1.285
20 C 2.4310 0.2294 2.0172  N19 1.285, C21 1.497, C22 1.502
21 C 1.7007 0.4328 3.3077  C20 1.497, H48 1.089, H49 1.089, H50 1.085
22 C 3.8607 -0.2123 2.1410  C20 1.502, H51 1.094, H52 1.087, H53 1.084
23 N 0.7613 -1.5137 0.1431  C6 1.506, C18 1.513, H54 1.026, H55 1.021
24 H -5.0262 -0.2698 0.7509  C1 1.089
25 H -6.1332 -1.4355 0.0868  C1 1.086
26 H -5.2762 -0.3738 -0.9992  C1 1.089
27 H -3.6440 -2.2406 0.7842  C2 1.086
28 H -4.5371 -2.8942 -0.5992  C2 1.086
29 H -3.2071 -2.0559 -2.1232  C3 1.087
30 H -2.9391 -0.4944 -1.2835  C3 1.092
31 H -0.7935 -3.0974 -2.2669  C5 1.096
32 H -1.0602 -1.3999 -2.5563  C5 1.093
33 H 0.4937 -4.2641 -0.0951  N8 1.017
34 H 2.1193 -4.3167 0.2119  N8 1.021
35 H 3.7079 -3.0842 -2.4609  O9 0.972
36 H 2.3395 -0.5104 -1.7794  C10 1.093
37 H 1.2634 -0.7640 -3.1226  C10 1.090
38 H -1.0199 0.3800 -0.6999  C12 1.094
39 H 0.7023 2.8397 -0.2232  C13 1.084
40 H -0.1871 2.0999 1.0818  C13 1.092
41 H -2.2230 2.0566 -0.4308  C14 1.096
42 H -2.7104 3.3261 1.1100  O15 0.965
43 H -1.7083 4.6973 -1.4772  C16 1.085
44 H -2.3022 3.2589 -2.2924  C16 1.095
45 H 0.0218 4.3599 -2.9057  N17 1.008
46 H -0.3021 2.7321 -3.0938  N17 1.010
47 H -0.0568 -0.0246 1.3871  C18 1.094
48 H 2.2541 1.1440 3.9190  C21 1.089
49 H 1.6496 -0.4874 3.8878  C21 1.089
50 H 0.7154 0.8576 3.1495  C21 1.085
51 H 4.4322 0.6240 2.5541  C22 1.094
52 H 3.9490 -1.0640 2.8108  C22 1.087
53 H 4.2848 -0.4000 1.1615  C22 1.084
54 H 1.7169 -1.7828 0.4004  N23 1.026
55 H 0.1493 -2.1092 0.7023  N23 1.021
56 C -1.3280 -0.1227 -8.9757  C57 1.514, H63 1.091, H64 1.089, H65 1.090
57 C -1.6533 1.2407 -8.4040  C56 1.514, O58 1.438, H66 1.088, H67 1.089
58 O -1.1758 1.3741 -7.0536  C57 1.438, C59 1.332
59 C 0.1267 1.6252 -6.9315  O58 1.332, O60 1.202, O61 1.341
60 O 0.9160 1.7631 -7.8272  C59 1.202
61 O 0.4129 1.6908 -5.6235  C59 1.341, C62 1.429
62 C 1.7993 1.8879 -5.3362  O61 1.429, H68 1.087, H69 1.090, H70 1.088
63 H -1.6992 -0.9105 -8.3182  C56 1.091
64 H -1.7804 -0.2412 -9.9596  C56 1.089
65 H -0.2515 -0.2596 -9.0737  C56 1.090
66 H -2.7321 1.3744 -8.3510  C57 1.088
67 H -1.2541 2.0413 -9.0254  C57 1.089
68 H 2.2047 2.7438 -5.8705  C62 1.087
69 H 2.3650 0.9909 -5.5889  C62 1.090
70 H 1.8819 2.0656 -4.2655  C62 1.088
71 C -0.3946 0.0452 10.0402  C72 1.513, H78 1.091, H79 1.089, H80 1.089
72 C -0.6996 -0.8000 8.8224  C71 1.513, O73 1.440, H81 1.088, H82 1.090
73 O 0.0654 -0.3739 7.6796  C72 1.440, C74 1.330
74 C 1.3310 -0.7829 7.6553  O73 1.330, O75 1.201, O76 1.343
75 O 1.8775 -1.4757 8.4705  C74 1.201
76 O 1.9076 -0.2744 6.5538  C74 1.343, C77 1.430
77 C 3.3017 -0.5754 6.4465  O76 1.430, H83 1.088, H84 1.088, H85 1.088
78 H -0.5301 1.1034 9.8135  C71 1.091
79 H -1.0509 -0.2265 10.8662  C71 1.089
80 H 0.6373 -0.0897 10.3626  C71 1.089
81 H -1.7441 -0.6823 8.5398  C72 1.088
82 H -0.5295 -1.8586 9.0161  C72 1.090
83 H 3.4818 -1.6446 6.5405  C77 1.088
84 H 3.8640 -0.0308 7.2027  C77 1.088
85 H 3.6247 -0.2463 5.4614  C77 1.088

Summary:
- LUMO level (eV) = -2.73
- multiplicity = 1
- highest occupied orbital energy (hartree) = -0.4087
- charge = +1

=====

The following is a DFT calculation (ωB97M-V/def2-TZVPD) of a cluster of 8 separate species, C22H48O22S6 in total.

Last columns: bonded neighbours and bond lengths (Å).
Positions of all 98 atoms, in Å:
1 C -5.8405 28.3981 -9.0653  C2 1.517, C7 1.530, H8 1.090, H9 1.090
2 C -5.4513 26.9397 -8.9131  C1 1.517, C3 1.577, H10 1.090, H11 1.090
3 C -6.0420 26.2812 -7.6074  C2 1.577, S4 1.796, H12 1.090, H13 1.090
4 S -6.1355 27.7099 -6.5235  C3 1.796, O5 1.485, O6 1.511, C7 1.811
5 O -5.2262 27.3987 -5.3920  S4 1.485
6 O -7.5849 28.0032 -6.2148  S4 1.511
7 C -5.5839 28.9911 -7.6789  C1 1.530, S4 1.811, H14 1.090, H15 1.090
8 H -6.8910 28.5238 -9.3276  C1 1.090
9 H -5.2355 28.7031 -9.9191  C1 1.090
10 H -4.3704 26.8006 -8.8928  C2 1.090
11 H -5.6701 26.3137 -9.7782  C2 1.090
12 H -5.3807 25.5552 -7.1343  C3 1.090
13 H -7.0391 25.9279 -7.8701  C3 1.090
14 H -4.5013 29.1155 -7.6540  C7 1.090
15 H -6.1564 29.9016 -7.5019  C7 1.090
16 C -3.6275 27.4168 -1.1153  C17 1.529, C22 1.540, H23 1.090, H24 1.090
17 C -4.8265 28.1574 -1.7094  C16 1.529, C18 1.565, H25 1.090, H26 1.090
18 C -4.9902 29.5498 -1.0151  C17 1.565, S19 1.866, H27 1.090, H28 1.090
19 S -3.2885 30.3098 -0.9290  C18 1.866, O20 1.450, O21 1.468, C22 1.945
20 O -3.0776 30.8605 0.3954  S19 1.450
21 O -3.0378 31.0941 -2.1439  S19 1.468
22 C -2.5577 28.5073 -0.9218  C16 1.540, S19 1.945, H29 1.090, H30 1.090
23 H -3.4106 26.5996 -1.8033  C16 1.090
24 H -3.8053 26.9328 -0.1550  C16 1.090
25 H -5.7694 27.6314 -1.5595  C17 1.090
26 H -4.6547 28.2367 -2.7829  C17 1.090
27 H -5.3416 29.2783 -0.0197  C18 1.090
28 H -5.6931 30.2619 -1.4476  C18 1.090
29 H -2.1311 28.4192 0.0774  C22 1.090
30 H -1.8270 28.3712 -1.7190  C22 1.090
31 C -1.8578 27.9356 -10.1340  C32 1.582, C37 1.468, H38 1.090, H39 1.090
32 C -1.8148 27.3531 -11.6044  C31 1.582, C33 1.583, H40 1.090, H41 1.090
33 C -0.4160 26.6281 -11.7601  C32 1.583, S34 1.869, H42 1.090, H43 1.090
34 S -0.0481 25.7715 -10.1406  C33 1.869, O35 1.471, O36 1.494, C37 1.908
35 O 1.3433 26.0525 -9.7556  S34 1.471
36 O -0.5471 24.3636 -10.1048  S34 1.494
37 C -1.2437 26.9511 -9.2343  C31 1.468, S34 1.908, H44 1.090, H45 1.090
38 H -2.6994 28.5055 -9.7402  C31 1.090
39 H -1.1847 28.7922 -10.1698  C31 1.090
40 H -1.9707 28.0154 -12.4559  C32 1.090
41 H -2.6418 26.6474 -11.5258  C32 1.090
42 H 0.3193 27.4183 -11.9119  C33 1.090
43 H -0.3005 25.8702 -12.5349  C33 1.090
44 H -0.8294 27.2911 -8.2851  C37 1.090
45 H -1.9813 26.2233 -8.8961  C37 1.090
46 C -6.7720 29.1421 -13.4897  C47 1.537, O52 1.408, H53 1.090, H54 1.090
47 C -7.9654 28.7599 -14.3793  C46 1.537, O48 1.456, H55 1.090, H56 1.090
48 O -8.8515 27.8604 -13.6538  C47 1.456, S49 1.710
49 S -8.3472 27.7327 -12.0251  O48 1.710, O50 1.445, O51 1.508, O52 1.661
50 O -8.3065 26.3455 -11.6218  S49 1.445
51 O -9.0699 28.7458 -11.1741  S49 1.508
52 O -6.8086 28.1824 -12.4605  C46 1.408, S49 1.661
53 H -6.8837 30.1561 -13.1056  C46 1.090
54 H -5.7946 29.0269 -13.9581  C46 1.090
55 H -7.8197 28.2175 -15.3135  C47 1.090
56 H -8.6044 29.5993 -14.6537  C47 1.090
57 C -6.5646 24.4239 -2.6655  C58 1.582, O63 1.428, H64 1.090, H65 1.090
58 C -5.6005 24.3976 -3.9201  C57 1.582, O59 1.361, H66 1.090, H67 1.090
59 O -5.1391 23.1184 -3.9723  C58 1.361, S60 1.666
60 S -4.8203 22.5129 -2.4529  O59 1.666, O61 1.439, O62 1.479, O63 1.627
61 O -3.7513 23.2569 -1.8408  S60 1.439
62 O -4.7353 21.0381 -2.3768  S60 1.479
63 O -6.2073 23.2220 -1.9823  C57 1.428, S60 1.627
64 H -7.6226 24.5811 -2.8752  C57 1.090
65 H -6.3775 25.2370 -1.9642  C57 1.090
66 H -4.7457 25.0415 -3.7129  C58 1.090
67 H -5.9718 24.7985 -4.8632  C58 1.090
68 C -8.2419 31.7316 -6.2570  C69 1.506, O74 1.381, H75 1.090, H76 1.090
69 C -8.1028 30.9624 -4.9697  C68 1.506, O70 1.475, H77 1.090, H78 1.090
70 O -6.6542 30.9754 -4.6913  C69 1.475, S71 1.660
71 S -5.9382 32.3013 -5.3887  O70 1.660, O72 1.466, O73 1.444, O74 1.629
72 O -4.8978 31.7178 -6.2407  S71 1.466
73 O -5.4995 33.2023 -4.3490  S71 1.444
74 O -7.2489 32.6919 -6.2729  C68 1.381, S71 1.629
75 H -9.1852 32.2468 -6.4384  C68 1.090
76 H -8.0756 31.0391 -7.0821  C68 1.090
77 H -8.2788 29.8898 -5.0515  C69 1.090
78 H -8.6689 31.2415 -4.0810  C69 1.090
79 C -3.8620 23.2684 -11.4920  C80 1.567, O82 1.468, H83 1.090, H84 1.090
80 C -4.1228 21.8349 -12.0693  C79 1.567, O81 1.414, H85 1.090, H86 1.090
81 O -5.4032 21.9145 -12.6633  C80 1.414, H87 0.960
82 O -4.9076 23.5192 -10.4923  C79 1.468, H88 0.960
83 H -3.7345 24.0961 -12.1896  C79 1.090
84 H -2.8901 23.2841 -10.9988  C79 1.090
85 H -4.2719 21.0919 -11.2859  C80 1.090
86 H -3.4454 21.4517 -12.8324  C80 1.090
87 H -5.9733 22.4045 -12.0662  O81 0.960
88 H -4.6920 23.2424 -9.5987  O82 0.960
89 C -1.4066 30.8858 -5.5123  C90 1.529, O92 1.417, H93 1.090, H94 1.090
90 C -0.9912 31.5878 -6.8060  C89 1.529, O91 1.436, H95 1.090, H96 1.090
91 O -2.1195 31.4258 -7.6801  C90 1.436, H97 0.960
92 O -2.1586 31.7492 -4.6770  C89 1.417, H98 0.960
93 H -0.6368 30.6805 -4.7684  C89 1.090
94 H -1.8865 29.9204 -5.6731  C89 1.090
95 H -0.1150 31.2408 -7.3537  C90 1.090
96 H -0.8031 32.6272 -6.5368  C90 1.090
97 H -2.9654 31.5246 -7.2369  O91 0.960
98 H -2.4942 31.3471 -3.8724  O92 0.960

Summary:
- expectation value of S² = 0.755
- LUMO level (alpha / beta) (eV) = -2.68 / -8.93
- multiplicity = 2
- highest occupied orbital energy (alpha / beta) (hartree) = -0.4184 / -0.4184
- charge = +1

=====

no.,maximum force (eV/Å),molecular weight (g mol⁻¹)
1,1.893,561.15
2,2.740,559.62
3,4.712,857.01